[1]
A cluster of 2 separate species, C4H7FN2 in total in a non-equilibrium geometry, computed with ωB97M-V with the def2-TZVPD basis set.

Last column: Mulliken charge in e.
CARTESIAN COORDINATES (ANGSTROEM)
C1 2.21 0.64 -0.07  -0.187
C2 0.15 1.24 0.55  -0.550
C3 1.33 -0.53 -0.09  0.089
C4 -0.97 -0.97 0.51  -0.810
N1 1.51 1.70 0.17  -0.484
N2 0.16 -0.14 0.42  0.336
F1 1.82 -1.76 0.19  -0.241
H1 3.29 0.57 -0.45  0.316
H2 -0.14 1.75 1.54  0.289
H3 -0.56 1.59 -0.32  0.331
H4 1.33 -0.88 -1.86  0.081
H5 -1.74 -0.84 -0.32  0.250
H6 -0.52 -2.02 0.57  0.265
H7 -1.45 -0.60 1.40  0.315

The value obtained for the HOMO-LUMO gap is 8.643 eV. As for the LUMO energy: 0.38 eV. For the HOMO energy, the calculation gives -8.26 eV. As for the energy relative to the best compared isomer or geometry (same formula, charge and spin): 3.5450 eV. Its total charge is 0.


[2]
A cluster of 2 separate species, C4H7FN2 in total in a non-equilibrium geometry, computed with ωB97M-V with the def2-TZVPD basis set.

Last column: Mulliken charge in e.
CARTESIAN COORDINATES (ANGSTROEM)
C1 -2.74 -0.96 0.28  -0.815
C2 -2.08 -0.06 -0.60  0.076
C3 -0.36 1.44 0.06  0.036
C4 2.74 0.13 0.02  -0.720
N1 -1.40 0.97 -0.20  -0.212
N2 1.48 -0.30 -0.50  -0.127
F1 1.29 -1.52 0.23  -0.222
H1 -3.22 -1.94 0.01  0.257
H2 -2.53 -0.78 1.33  0.250
H3 -2.39 -0.29 -1.60  0.320
H4 0.15 2.38 0.41  0.266
H5 2.82 0.13 1.07  0.314
H6 3.53 -0.44 -0.31  0.312
H7 2.72 1.24 -0.21  0.268

The value obtained for the HOMO-LUMO gap (spin up / spin down) is 6.750 / 9.047 eV. As for the LUMO energy (spin up / spin down): -0.01 / 0.21 eV. For the HOMO energy (spin up / spin down), the calculation gives -6.76 / -8.83 eV. As for the energy relative to the best compared isomer or geometry (same formula, charge and spin): 7.2587 eV. Its total charge is 0.


[3]
A structure of composition C4H7FN2O in a non-equilibrium geometry, computed with ωB97M-V with the def2-TZVPD basis set.

Last column: Mulliken charge in e.
CARTESIAN COORDINATES (ANGSTROEM)
C1 -2.22 0.43 0.28  -0.484
C2 -0.81 0.31 -0.13  -0.002
C3 0.01 -0.70 -0.17  0.139
C4 2.31 0.18 0.07  0.160
H1 -2.80 -0.84 -1.05  0.348
H2 -2.36 0.69 1.39  0.249
H3 -2.70 1.30 -0.19  0.306
H4 -0.54 -1.68 -0.11  0.262
H5 1.62 -1.85 -0.38  0.282
H6 1.86 1.29 0.71  0.123
H7 4.00 0.95 0.31  0.296
N1 1.37 -0.83 -0.15  -0.239
N2 3.53 -0.05 -0.05  -0.603
O1 -3.00 -0.69 -0.05  -0.528
F1 -0.27 1.51 -0.47  -0.308

The value obtained for the HOMO-LUMO gap is 9.095 eV. As for the LUMO energy: 0.70 eV. For the HOMO energy, the calculation gives -8.39 eV. As for the energy relative to the best compared isomer or geometry (same formula, charge and spin): 3.5259 eV. Its total charge is 0.


[4]
The molecule C4H7FN2O in a non-equilibrium geometry, computed with ωB97M-V with the def2-TZVPD basis set.

Last column: Mulliken charge in e.
CARTESIAN COORDINATES (ANGSTROEM)
C1 0.92 -1.21 2.19  -0.956
C2 -0.24 -1.18 1.26  0.480
F1 -1.26 -1.99 1.58  -0.292
C3 -0.39 -0.41 0.19  -0.289
N1 0.64 0.48 -0.20  -0.316
C4 0.59 1.30 -1.16  -0.014
N2 -0.43 1.63 -2.04  -0.185
O1 -1.34 0.61 -2.36  -0.431
H1 1.73 -0.58 1.79  0.311
H2 0.68 -0.84 3.20  0.244
H3 1.23 -2.25 2.27  0.272
H4 -1.30 -0.50 -0.41  0.279
H5 1.42 2.02 -1.33  0.272
H6 -0.06 1.99 -2.89  0.267
H7 -2.20 0.93 -2.08  0.355

The value obtained for the HOMO-LUMO gap is 8.988 eV. As for the LUMO energy: 0.70 eV. For the HOMO energy, the calculation gives -8.29 eV. As for the energy relative to the best compared isomer or geometry (same formula, charge and spin): 2.9898 eV. Its total charge is 0. As for the structure (SMILES): C/C(F)=C\N=C/NO.


[5]
The molecule C4H7FN2O in a non-equilibrium geometry, computed with ωB97M-V with the def2-TZVPD basis set.

Last column: Mulliken charge in e.
CARTESIAN COORDINATES (ANGSTROEM)
H1 2.16 -1.94 -0.11  0.280
N1 2.58 -0.91 -0.48  -0.746
C1 1.45 -0.25 -0.19  0.440
N2 1.13 1.05 -0.48  -0.139
C2 -0.18 1.36 0.20  -0.420
C3 -0.59 -0.02 0.66  0.198
C4 -1.54 -0.81 -0.24  -0.357
F1 -2.74 -0.29 -0.56  -0.272
O1 0.57 -0.78 0.71  -0.395
H2 1.62 1.65 -1.06  0.115
H3 -0.89 1.74 -0.57  0.286
H4 -0.03 2.01 1.14  0.263
H5 -0.95 0.14 1.78  0.264
H6 -1.55 -1.79 0.43  0.255
H7 -1.04 -1.17 -1.22  0.229

The value obtained for the HOMO-LUMO gap is 9.683 eV. As for the LUMO energy: 0.71 eV. For the HOMO energy, the calculation gives -8.98 eV. As for the energy relative to the best compared isomer or geometry (same formula, charge and spin): 2.2653 eV. Its total charge is 0. As for the structure (SMILES): [H]/N=C1/NC[C@@H](CF)O1.


[6]
The molecule C4H7FN2S in a non-equilibrium geometry, computed with ωB97M-V with the def2-TZVPD basis set.

Last column: Mulliken charge in e.
CARTESIAN COORDINATES (ANGSTROEM)
F1 -1.71 1.72 0.74  -0.305
C1 -1.15 1.24 -0.59  -0.596
C2 -0.44 0.01 -0.21  0.588
N1 -1.00 -1.11 0.08  -0.396
S1 -2.58 -1.46 0.18  -0.079
C3 1.06 0.07 -0.17  0.365
C4 1.99 -0.40 0.92  -0.566
N2 1.90 -1.04 -0.46  -0.625
H1 -2.00 1.06 -1.37  0.323
H2 -0.46 2.13 -0.82  0.271
H3 -3.12 -0.31 0.01  0.099
H4 1.36 1.09 -0.69  0.118
H5 3.03 -0.04 0.96  0.251
H6 1.67 -0.88 1.86  0.257
H7 1.45 -2.09 -0.44  0.296

The value obtained for the HOMO-LUMO gap is 9.056 eV. As for the LUMO energy: 0.18 eV. For the HOMO energy, the calculation gives -8.87 eV. As for the energy relative to the best compared isomer or geometry (same formula, charge and spin): 3.5719 eV. Its total charge is 0. As for the structure (SMILES): FC/C(=N\S)[C@H]1CN1.